[1]
Below is 9 unconnected molecules or ions with the total composition C25H45Br18N2O, with properties calculated with the ωB97M-V functional and the def2-TZVPD basis.

The geometry in XYZ format:
```
91
Properties=species:S:1:pos:R:3
N -1.91 -1.98 0.39
C -2.71 -1.17 -0.47
C -4.09 -1.61 -0.75
C -4.91 -0.71 -1.60
C -6.42 -1.01 -1.95
C -7.27 -0.12 -0.95
O -7.68 0.96 -1.29
C -4.36 0.54 -2.15
C -2.97 0.85 -1.84
N -2.22 -0.01 -1.02
H -1.11 -1.41 0.66
H -1.63 -2.84 -0.09
H -4.51 -2.57 -0.35
H -6.61 -2.11 -1.81
H -6.60 -0.72 -3.02
H -7.40 -0.53 0.10
H -5.01 1.22 -2.75
H -2.52 1.80 -2.23
H -1.24 0.24 -0.81
Br -1.99 -4.03 2.73
C -1.46 -5.87 2.40
C -0.26 -5.94 1.49
Br -0.77 -5.60 -0.37
H -2.33 -6.39 2.00
H -1.22 -6.28 3.38
H 0.17 -6.94 1.49
H 0.51 -5.21 1.74
Br 0.50 0.37 0.40
C 2.09 1.44 0.02
C 2.37 1.52 -1.46
Br 3.16 -0.13 -2.12
H 2.90 1.01 0.59
H 1.86 2.43 0.42
H 3.10 2.30 -1.67
H 1.48 1.70 -2.06
Br -5.04 2.29 0.05
C -5.82 3.64 1.22
C -6.91 4.41 0.50
Br -6.15 5.72 -0.73
H -5.01 4.27 1.57
H -6.24 3.09 2.06
H -7.49 5.00 1.21
H -7.58 3.78 -0.07
Br -2.05 -0.31 -3.60
C -1.49 -2.14 -3.98
C -0.31 -2.17 -4.93
Br -0.88 -1.82 -6.76
H -2.36 -2.67 -4.36
H -1.21 -2.56 -3.01
H 0.13 -3.17 -4.96
H 0.45 -1.44 -4.69
Br 1.88 1.04 4.97
C 2.93 -0.20 3.91
C 4.39 0.17 3.91
Br 4.74 1.68 2.74
H 2.49 -0.21 2.91
H 2.78 -1.18 4.38
H 4.99 -0.65 3.52
H 4.76 0.44 4.90
Br 6.64 0.53 -0.26
C 7.66 0.28 -1.91
C 7.00 -0.75 -2.80
Br 7.33 -2.56 -2.15
H 8.67 0.01 -1.62
H 7.67 1.25 -2.39
H 7.44 -0.72 -3.80
H 5.93 -0.63 -2.87
Br -0.48 -3.09 8.78
C 1.10 -1.98 8.48
C 1.42 -1.87 7.01
Br 2.27 -3.49 6.35
H 1.90 -2.41 9.07
H 0.84 -1.00 8.89
H 2.14 -1.08 6.84
H 0.54 -1.69 6.39
Br -4.39 5.50 4.57
C -2.79 6.57 4.22
C -2.50 6.65 2.75
Br -1.71 5.00 2.08
H -1.98 6.12 4.79
H -3.02 7.55 4.63
H -1.76 7.42 2.55
H -3.39 6.84 2.15
Br 7.95 0.74 -5.94
C 7.27 -0.69 -7.08
C 6.23 -0.18 -8.04
Br 4.52 0.12 -7.15
H 6.89 -1.47 -6.42
H 8.14 -1.07 -7.62
H 6.02 -0.92 -8.82
H 6.51 0.76 -8.51
```

HOMO-LUMO gap = 7.9 eV
2S+1 = 1
Net charge = +1
E = -47496.29719 Eh

***

[2]
Below is a gas-phase ion, C11H16NOS (charge +1), with properties calculated with the ωB97M-V functional and the def2-TZVPD basis.

The geometry in XYZ format:
```
30
Properties=species:S:1:pos:R:3
C -2.45 -1.15 -2.86
C -1.50 -0.18 -2.98
C -2.76 -1.63 -1.59
C -0.68 0.19 -1.94
C -1.96 -1.32 -0.54
C -0.95 -0.34 -0.71
C -0.54 2.59 1.80
C 0.95 2.35 2.08
C 0.30 1.80 0.82
C 1.79 -1.74 1.58
C 2.31 -0.33 -0.39
N 1.56 -0.56 0.79
O -0.67 -0.49 1.90
S 0.06 0.05 0.75
H -3.13 -1.55 -3.66
H -1.39 0.09 -3.98
H -3.47 -2.35 -1.42
H 0.16 1.01 -2.10
H -2.26 -1.79 0.39
H -1.35 2.12 2.43
H -0.82 3.51 1.51
H 1.67 3.15 2.26
H 1.11 1.77 2.90
H 0.65 2.24 -0.15
H 1.69 -2.64 0.83
H 2.91 -1.85 1.95
H 1.32 -1.89 2.54
H 1.77 0.25 -0.97
H 3.32 -0.08 -0.14
H 2.33 -1.21 -1.09
```

HOMO-LUMO gap = 10.1 eV
Structure (SMILES) = C[N+](C)=[S@](=O)(c1ccccc1)C1CC1
2S+1 = 1
Net charge = +1
Relative energy (zero: lowest compared OMol25 entry of this formula, charge and spin) = 87.2 kcal/mol
E = -956.52233 Eh